Record 1
This record from the Open Molecules 2025 dataset describes a molecular structure, C18H15N2OP at a distorted geometry. The level of theory is ωB97M-V/def2-TZVPD.

Geometry as ORCA input:
```
! RIJCOSX wB97M-V def2-TZVPD def2/J DEFGRID3
* xyz 0 1
O 0.776 2.725 0.543
C -3.353 -0.625 -2.211
C -2.285 0.078 3.920
C 4.395 -0.925 -1.615
C -2.999 0.699 -1.996
C -2.402 -1.597 -2.034
C 3.399 -1.156 -2.576
C -1.592 -0.911 3.248
C -2.005 1.437 3.663
C 4.065 -0.275 -0.428
C -1.695 1.044 -1.493
C -1.127 -1.302 -1.533
C 2.044 -0.828 -2.347
C -0.628 -0.563 2.274
C -1.083 1.807 2.651
C 2.735 0.107 -0.218
C -0.758 0.046 -1.309
C 1.730 -0.183 -1.159
C -0.418 0.782 1.970
N 2.379 0.790 0.934
N 0.496 0.400 -0.844
P 0.800 1.252 0.629
H -4.366 -0.941 -2.533
H -2.949 -0.170 4.774
H 5.429 -1.213 -1.841
H -3.630 1.574 -2.158
H -2.576 -2.628 -2.324
H 3.659 -1.665 -3.516
H -1.666 -1.977 3.473
H -2.525 2.201 4.204
H 4.864 -0.045 0.298
H -1.481 2.085 -1.348
H -0.415 -2.091 -1.319
H 1.257 -1.052 -3.070
H -0.082 -1.366 1.778
H -0.933 2.862 2.403
H 2.941 1.623 1.111
*
```

Values from the calculation:
**HOMO level**: -7.966 eV
**Kohn-Sham gap**: 0.321 hartree
**LUMO level**: 0.0284 Eh


Record 2
This record from the Open Molecules 2025 dataset describes 3 unconnected molecules or ions with the total composition C4H10 at a distorted geometry. The level of theory is ωB97M-V/def2-TZVPD.

Geometry as ORCA input:
```
! RIJCOSX wB97M-V def2-TZVPD def2/J DEFGRID3
* xyz 1 2
C 0.221 1.265 1.011
C -0.533 1.061 -0.166
C -1.756 0.391 -0.476
C 1.307 -1.568 -0.253
H 1.106 1.918 0.977
H 0.368 0.538 1.809
H 0.005 1.492 -1.038
H 2.085 -0.826 -0.039
H -2.001 0.289 -1.542
H -2.116 1.440 0.822
H -1.831 -0.607 -0.040
H 1.829 -2.526 -0.239
H 0.840 -1.461 -1.253
H 0.475 -1.406 0.427
*
```

Values from the calculation:
**HOMO level (alpha / beta)**: -15.622 / -16.705 eV
**Kohn-Sham gap (alpha / beta)**: 0.337 / 0.322 hartree
**LUMO level (alpha / beta)**: -0.2369 / -0.2920 Eh
**Relative energy (zero: lowest compared OMol25 entry of this formula, charge and spin)**: 285.0 kJ/mol


Record 3
This record from the Open Molecules 2025 dataset describes 2 unconnected molecules or ions with the total composition C2H5BrO at a distorted geometry. The level of theory is ωB97M-V/def2-TZVPD.

Geometry as ORCA input:
```
! RIJCOSX wB97M-V def2-TZVPD def2/J DEFGRID3
* xyz 0 1
C -0.178 -0.752 -0.885
C 0.559 1.033 0.873
O -0.160 -1.942 -0.270
Br 1.515 -0.357 1.969
H 0.843 -0.387 -1.262
H -1.168 -0.508 -1.292
H -0.292 1.465 1.428
H 1.152 1.618 0.263
H 0.643 -1.965 0.351
*
```

Values from the calculation:
**HOMO level (alpha / beta)**: -7.790 / -8.333 eV
**Kohn-Sham gap (alpha / beta)**: 0.290 / 0.329 hartree
**LUMO level (alpha / beta)**: 0.0041 / 0.0230 Eh
**Relative energy (zero: lowest compared OMol25 entry of this formula, charge and spin)**: 352.8 kJ/mol


Record 4
This record from the Open Molecules 2025 dataset describes 14 unconnected molecules or ions with the total composition C5H41N3O13 at a distorted geometry. The level of theory is ωB97M-V/def2-TZVPD.

Geometry as ORCA input:
```
! RIJCOSX wB97M-V def2-TZVPD def2/J DEFGRID3
* xyz 1 2
N 2.196 0.016 4.657
C 2.773 0.618 3.435
C 3.042 -0.346 2.296
N 1.849 -1.010 1.785
C 1.510 -3.413 2.410
C 1.871 -2.467 1.326
C 0.909 -2.423 -0.013
N -0.196 -3.414 0.326
H 1.277 -0.126 4.426
H 2.550 -0.936 4.678
H 2.083 1.458 2.957
H 3.752 1.100 3.662
H 3.380 0.168 1.289
H 3.828 -0.866 2.485
H 1.082 -0.921 2.398
H 1.029 -3.078 3.291
H 2.564 -3.679 2.685
H 0.964 -4.465 2.152
H 2.820 -2.754 0.956
H 0.646 -1.408 -0.167
H 1.625 -2.759 -0.840
H -0.452 -4.096 -0.352
H -1.113 -2.972 0.619
H -2.618 -1.259 -1.179
H -2.824 -0.274 0.009
O -2.155 -0.537 -0.617
H -2.581 3.915 -0.214
H -2.594 4.567 1.125
O -3.105 3.972 0.552
H -0.252 1.330 -0.503
H 0.922 1.016 0.522
O 0.583 1.668 -0.158
H -1.256 -0.173 -3.402
H -0.301 0.895 -2.715
O -1.216 0.598 -2.808
H -3.875 1.630 1.470
H -4.706 1.677 0.296
O -4.648 1.256 1.107
H -1.119 0.678 1.307
H -1.405 -0.735 1.036
O -1.252 -0.140 1.694
H 0.359 -2.380 -2.603
H 1.242 -2.864 -3.842
O 0.453 -2.989 -3.292
H -2.680 2.007 -3.082
H -4.005 2.394 -2.660
O -3.352 2.685 -3.258
H 4.194 1.839 -1.643
H 2.925 1.472 -0.889
O 3.763 1.123 -1.174
H 2.001 3.836 -1.674
H 1.025 3.266 -2.655
O 1.928 3.369 -2.490
H -1.119 3.211 -1.636
H -2.412 3.760 -2.499
O -1.633 4.148 -1.971
H -4.963 -1.690 -0.620
H -4.437 -3.163 -0.428
O -4.265 -2.288 -0.758
H 1.484 -0.561 -1.794
H 2.327 0.592 -2.370
O 1.576 -0.079 -2.644
*
```

Values from the calculation:
**HOMO level (alpha / beta)**: -13.474 / -13.364 eV
**Kohn-Sham gap (alpha / beta)**: 0.392 / 0.208 hartree
**LUMO level (alpha / beta)**: -0.1033 / -0.2829 Eh
**Relative energy (zero: lowest compared OMol25 entry of this formula, charge and spin)**: 556.8 kJ/mol


- What is the formula in the third record?
  C2H5BrO